[1]
The following is a DFT calculation (the ωB97M-V functional and the def2-TZVPD basis) of a structure of composition C19H42NO2P3Sc at a distorted geometry.

The energy above the lowest of the compared OMol25 structures with the same formula, charge and spin is 0.000 eV. The total charge is +3. Its HOMO energy (spin up / spin down) is -0.5965 / -0.5962 Eh. The calculation puts the total energy at -2738.15267 a.u.

Atoms and positions in Å:
Sc  1.59099  0.16266  -0.65841
P  0.71717  2.17195  -1.87094
P  -0.48791  1.72133  1.79994
P  -2.17544  0.38942  -0.40483
H  3.60710  -1.58045  -0.46314
C  2.76659  -1.56442  -1.15780
C  2.63732  -0.60985  -2.22267
H  3.34954  0.20663  -2.42122
C  2.32394  3.01664  -2.02693
C  -0.39693  3.48649  -1.31842
C  0.17450  1.82067  -3.56891
C  -0.51087  0.68232  3.31332
C  0.87160  2.87320  2.23643
C  -1.90510  2.82571  2.22651
C  -2.59787  -0.52261  -1.94463
C  -3.62684  1.53048  -0.42433
C  -2.77887  -0.79293  0.87650
H  2.35559  -2.56682  -1.30871
H  1.96390  -0.84983  -3.04940
H  3.10590  2.36251  -2.43341
H  2.66325  3.40244  -1.05220
H  2.14670  3.85624  -2.70989
H  -0.08135  3.88354  -0.34460
H  -1.42512  3.11118  -1.22897
H  -0.34249  4.27568  -2.07941
H  0.80834  1.05282  -4.03188
H  0.25818  2.75834  -4.12927
H  -0.86472  1.46241  -3.57738
H  -0.23801  1.29657  4.18275
H  0.19955  -0.15010  3.23373
H  -1.51981  0.27449  3.46398
H  0.66831  3.29913  3.22938
H  0.92281  3.68218  1.49721
H  1.83389  2.34326  2.24043
H  -2.74417  2.23984  2.62519
H  -2.24002  3.36946  1.33355
H  -1.58451  3.55625  2.98300
H  -3.45554  -0.03659  -2.42598
H  -2.84827  -1.56908  -1.73307
H  -1.73746  -0.48685  -2.62669
H  -4.43537  1.06946  -1.00752
H  -3.33662  2.47137  -0.90185
H  -3.97900  1.72693  0.59460
H  -3.42874  -1.53864  0.39813
H  -3.30789  -0.28114  1.68856
H  -1.93487  -1.31985  1.32679
C  -0.40799  -3.35915  -0.53765
C  -0.54457  -4.31367  0.50500
C  -1.04971  -5.53634  0.15264
C  -1.33988  -5.78921  -1.20046
C  -1.14887  -4.82981  -2.19963
C  -0.64979  -3.56763  -1.88731
O  -0.30881  -2.08876  -0.02175
H  -0.74780  -2.35668  0.81198
H  -0.32874  -4.05305  1.55659
H  -1.23992  -6.27100  0.92523
H  -1.75095  -6.76061  -1.49218
H  -1.39550  -5.03103  -3.23624
H  -0.45726  -2.76825  -2.60508
C  4.17114  0.58406  2.71954
C  3.02988  -0.14513  2.16159
N  2.54751  -1.26694  2.74793
O  2.43816  0.23334  1.10315
H  3.90373  1.06109  3.66318
H  4.46295  1.34191  2.00174
H  5.00415  -0.09612  2.88358
H  1.86293  -1.83586  2.23962
H  2.96791  -1.66360  3.58102

Atomic forces in eV per Å
-2.9374 0.1465 3.2257
-0.3849 0.6459 -0.8188
-0.6454 0.7370 1.6380
-2.4813 -0.8513 0.6043
-0.0567 0.3862 -0.1296
1.1625 -0.8181 -2.4012
1.4661 -1.8540 -0.6936
0.0124 -0.4494 0.1439
0.0476 0.2476 -0.0436
-0.0554 0.0826 0.1190
0.0815 0.0596 -0.1143
0.0289 -0.6690 -0.2665
0.6046 -0.0620 -0.6532
-0.2297 -0.0354 -0.6542
0.9994 -0.0819 -0.7887
0.4875 0.6559 0.3077
0.5231 -0.0623 0.4345
-0.3425 0.3866 0.0953
0.2431 -0.0448 0.0417
-0.2213 0.2699 -0.0424
-0.1478 -0.0403 -0.3103
0.3991 -0.0240 0.1055
-0.0922 0.0000 -0.3633
0.3451 0.2115 -0.1387
-0.2036 -0.0069 0.2863
-0.1328 0.2865 0.0541
-0.1478 -0.2432 -0.1692
0.2732 0.2141 -0.0188
-0.1248 -0.0749 -0.2609
-0.1844 0.1828 0.1353
0.3238 0.0665 -0.0012
0.0123 -0.1632 -0.3028
0.0876 -0.0771 0.3017
-0.2776 0.3102 0.0583
0.2170 0.1643 -0.1497
-0.0103 -0.0008 0.3235
-0.0591 -0.2895 -0.1923
0.3598 -0.0677 0.0996
0.2518 0.2522 0.0351
-0.3837 -0.2603 -0.0871
0.2872 0.0596 0.2488
-0.3883 -0.0316 0.0555
0.1143 0.0805 -0.3005
0.0735 0.3116 0.1782
0.0037 -0.0442 -0.2913
-0.4806 0.2244 0.1244
-0.3798 -1.4578 0.2256
-0.0068 0.4573 -1.2368
-0.1195 -0.5774 -0.6028
-0.2947 -0.2801 -0.2261
0.2462 -0.2898 0.0413
0.3267 -0.1623 1.1272
0.6782 1.6166 0.7628
0.6004 1.3978 -0.0978
-0.0919 -0.0902 -0.5780
0.0283 -0.1605 -0.2161
0.1716 0.3838 0.1854
0.0063 -0.2640 0.1450
-0.3043 -0.2978 0.0731
0.2287 0.3049 -0.0667
-1.3008 -2.1744 0.5296
0.5424 0.9862 -0.8276
0.5356 0.3072 0.7951
0.0449 -0.0455 0.0978
0.1430 0.1525 0.0545
0.0741 -0.0290 0.1573
0.4101 0.3920 0.3679
0.0437 0.1007 -0.1351

Mulliken population analysis, charges in e, atoms 1 to 4:
1. Sc 0.103
2. P 1.169
3. P 0.909
4. P 1.449


[2]
The following is a DFT calculation (the ωB97M-V functional and the def2-TZVPD basis) of a structure of composition C19H42NOP3RuS at a distorted geometry.

The energy above the lowest of the compared OMol25 structures with the same formula, charge and spin is 1.205 eV. The total charge is +4. As for the multiplicity: 5. Its HOMO energy (spin up / spin down) is -0.6809 / -0.7308 Eh. The calculation puts the total energy at -2394.60096 a.u.

Atoms and positions in Å:
Ru  0.60785  0.34143  -0.66476
P  -0.92589  -0.71757  -1.89211
P  2.26569  -1.17746  -0.25403
P  1.21286  1.79061  -2.27557
H  -2.64592  -2.06335  2.44207
C  -2.75420  -1.03005  2.77269
C  -3.54702  -0.22005  2.05977
H  -4.31421  -0.63324  1.40130
C  -1.80603  -1.99172  -0.93106
C  -0.15717  -1.66415  -3.26062
C  -2.24509  0.34004  -2.50253
C  2.78461  -1.05361  1.47773
C  1.83272  -2.98214  -0.30076
C  3.73018  -1.07186  -1.32504
C  0.01287  3.15894  -2.61634
C  1.69309  1.36752  -3.99414
C  2.62749  2.78366  -1.66279
H  -2.13642  -0.69468  3.60911
H  -3.47078  0.87321  2.09641
H  -2.18676  -1.56859  0.00429
H  -1.15169  -2.83096  -0.65805
H  -2.65224  -2.37733  -1.51362
H  0.24123  -2.61970  -2.89969
H  0.65552  -1.08127  -3.70983
H  -0.90987  -1.87826  -4.03022
H  -2.69095  0.84218  -1.63508
H  -3.01035  -0.25809  -3.01103
H  -1.84945  1.09078  -3.19368
H  3.79269  -1.45986  1.63537
H  2.07370  -1.60923  2.10130
H  2.77196  0.00081  1.76705
H  2.72103  -3.62627  -0.18999
H  1.34944  -3.24033  -1.24423
H  1.10213  -3.21000  0.49078
H  4.50554  -1.77966  -0.99337
H  4.11939  -0.04791  -1.29330
H  3.44909  -1.30147  -2.36213
H  0.30551  4.05486  -2.05703
H  -0.99928  2.88156  -2.31683
H  0.02043  3.40016  -3.68826
H  2.11102  2.25846  -4.48737
H  0.81307  1.03640  -4.56162
H  2.45187  0.57462  -3.98778
H  2.27016  3.76611  -1.33268
H  3.36774  2.92020  -2.46438
H  3.08947  2.27535  -0.81179
C  -0.14458  3.75281  1.90615
C  1.01759  4.18814  2.61045
C  0.88317  5.07862  3.66933
C  -0.38001  5.57150  4.01732
C  -1.52803  5.19522  3.29924
C  -1.42448  4.28955  2.26059
S  -0.02898  2.72966  0.57991
H  0.56595  -1.27473  -0.87541
H  1.98986  3.80883  2.29881
H  1.77320  5.37943  4.23215
H  -0.47734  6.23497  4.87816
H  -2.51299  5.58126  3.57910
H  -2.29386  3.98763  1.67539
C  -1.48081  -5.90358  1.30775
C  -1.46893  -4.55848  1.98913
N  -2.37243  -4.47176  3.00513
O  -0.74489  -3.60148  1.67223
H  -2.44877  -6.09340  0.81510
H  -1.30065  -6.70122  2.04586
H  -0.68591  -5.92772  0.55786
H  -2.42185  -3.62256  3.54598
H  -3.04027  -5.21074  3.19356

Atomic forces in eV per Å
-0.6327 -0.2531 1.9120
-0.1678 -0.9488 -1.0790
0.9715 -2.0307 0.2746
0.1769 1.7497 -2.1453
-0.5727 0.0877 0.4822
0.1235 0.6186 -0.5454
0.3095 -0.1703 0.1229
0.4814 0.1553 -0.2098
-0.1068 -0.0834 0.2634
-0.4045 0.3205 -0.2266
-0.0160 0.2257 -0.0976
0.0261 0.5067 0.2009
0.1742 -0.0769 -0.0781
-0.1370 0.3303 -0.1591
-0.2003 -0.1301 -0.0193
0.0550 -0.4156 0.2243
0.2788 -0.2754 0.2189
0.0758 0.0153 -0.4840
-0.4416 -0.4722 0.5503
-0.0429 0.0824 -0.1548
-0.0491 0.2996 -0.3296
0.1676 0.1011 0.0403
-0.1262 0.2638 -0.0251
-0.2369 -0.1982 0.0747
0.1657 -0.0039 0.1012
-0.0205 -0.0171 -0.2124
0.1260 0.0834 0.0764
-0.1486 -0.1516 0.0722
-0.2125 0.0530 -0.1531
0.1406 0.2051 -0.1200
0.1535 -0.1436 0.2149
-0.2803 0.3113 0.0726
0.2068 -0.0109 -0.0843
0.4662 0.2082 -0.1589
-0.2970 0.2086 -0.0185
0.0710 -0.2053 -0.0212
0.0622 0.0055 0.2633
-0.1169 -0.1908 -0.1617
0.0477 0.1479 -0.1240
-0.0289 -0.0267 0.2971
-0.1608 -0.2406 0.2373
0.2421 0.0502 0.1004
-0.1500 0.1599 -0.1472
0.1472 -0.2881 -0.0675
-0.1636 -0.0706 0.2919
0.2329 0.1801 -0.0955
0.0943 0.5066 0.6159
-0.6340 -1.5104 -1.8521
-0.5400 1.5221 1.7427
-0.2125 0.1768 0.2681
0.3394 1.5798 2.2329
1.0060 -1.6151 -1.9578
-0.1247 -1.0176 -0.7298
0.1177 0.9843 0.1434
-0.1617 0.1367 0.1204
-0.3590 -0.0351 -0.1122
0.0328 -0.0831 -0.3144
0.3562 -0.0218 -0.0187
0.1687 0.0981 0.1803
0.9879 -0.5027 -1.2251
-3.8068 -1.5003 3.1770
1.9759 0.6450 -1.6805
0.4789 0.1499 -0.1743
0.2093 0.4014 0.2198
0.0335 0.4583 0.0042
-0.1768 -0.2201 0.0508
-0.1805 0.0447 0.2299
0.2068 -0.1634 -0.0947

Mulliken population analysis, charges in e, atoms 1 to 4:
1. Ru -0.471
2. P 0.850
3. P 1.264
4. P 1.294


[3]
The following is a DFT calculation (the ωB97M-V functional and the def2-TZVPD basis) of a cluster of 3 separate species, C19H43BrCl2O2P2 in total.

Its structure (SMILES) is CCOCCP([C@@H](Cl)[C@@H](C)Cl)#P(O)Br.CCCCCC.CCCCCC. Its HOMO energy is -0.3217 Eh. The calculation puts the total energy at -5077.35475 a.u.

Atoms and positions in Å:
C  -4.30986  -0.26923  1.12944
C  -4.36761  0.16173  2.57840
O  -3.92526  -0.84286  3.47243
C  -2.56400  -1.17505  3.43578
C  -1.63634  -0.13698  4.09393
P  0.06207  -0.21414  3.39031
C  1.08113  0.30414  4.87474
Cl  2.04658  -1.09843  5.39008
C  1.93577  1.55880  4.78150
C  2.50049  1.99622  6.12675
Cl  3.26956  1.30345  3.62535
P  0.41459  1.47351  1.99122
O  0.92818  0.55444  0.75703
Br  -1.67024  2.03235  1.37174
H  -3.28536  -0.36692  0.77071
H  -4.81092  0.45763  0.49496
H  -4.79300  -1.23928  1.02777
H  -5.40103  0.35227  2.86061
H  -3.82117  1.09203  2.73724
H  -2.49203  -2.09026  4.01925
H  -2.22437  -1.42871  2.42719
H  -1.50179  -0.42981  5.13610
H  -2.07703  0.85890  4.11491
H  0.38434  0.46288  5.69523
H  1.33227  2.35612  4.35676
H  3.40755  1.44685  6.35383
H  2.72974  3.05746  6.09845
H  1.76945  1.81952  6.91308
H  0.52404  -0.32328  0.78486
C  1.48903  2.61050  -5.38055
C  2.64704  1.91515  -4.67023
C  2.21973  1.16006  -3.41292
C  1.60978  2.03044  -2.31264
C  2.51481  3.15382  -1.81083
C  3.80765  2.64876  -1.17626
H  1.02043  3.36343  -4.74525
H  1.82847  3.11266  -6.28738
H  0.72033  1.88864  -5.66605
H  3.41905  2.64922  -4.42313
H  3.11353  1.20642  -5.35961
H  3.08230  0.61965  -3.01216
H  1.49296  0.39523  -3.69356
H  1.35177  1.39134  -1.46549
H  0.66736  2.46408  -2.66252
H  1.96067  3.73551  -1.06901
H  2.74850  3.84575  -2.62525
H  3.59043  1.98382  -0.33723
H  4.41024  3.47678  -0.80056
H  4.41994  2.09750  -1.89172
C  -0.86990  -5.02145  -0.77667
C  -0.12850  -4.14546  -1.78253
C  -0.03617  -2.68023  -1.36252
C  -1.38295  -1.97142  -1.20513
C  -2.27671  -1.97926  -2.44451
C  -1.67212  -1.26561  -3.64790
H  -1.90522  -4.70208  -0.64816
H  -0.88739  -6.06223  -1.10141
H  -0.38458  -4.98529  0.20108
H  -0.61062  -4.22255  -2.76085
H  0.88514  -4.53180  -1.91384
H  0.57894  -2.13827  -2.08656
H  0.50398  -2.62288  -0.40999
H  -1.18897  -0.93250  -0.91359
H  -1.93850  -2.41889  -0.37480
H  -3.22250  -1.49589  -2.18660
H  -2.52737  -3.00848  -2.71561
H  -1.45021  -0.22385  -3.40767
H  -2.36036  -1.27418  -4.49412
H  -0.74577  -1.73980  -3.97591

Atomic forces in eV per Å
0.2040 -0.2021 0.0172
-0.1547 0.0937 -0.0339
-0.1359 -0.0667 0.2658
0.1074 -0.0660 0.0339
-0.0867 0.0163 0.2896
0.0834 -0.3664 -0.1019
-0.2846 0.1845 0.0391
0.2040 -0.2845 0.2009
0.1129 -0.1204 0.2705
-0.0305 0.0014 -0.1852
0.1154 0.0828 -0.2935
0.3356 0.5920 0.0425
-0.1161 -0.0507 -0.0248
-0.0360 -0.0279 -0.0776
0.0046 0.0300 -0.0265
-0.0780 0.0600 -0.0645
-0.1395 -0.0315 -0.0976
-0.0774 -0.0368 0.0653
0.0648 0.0336 0.0115
0.0683 -0.1527 -0.0614
-0.0661 0.1559 -0.1675
-0.0642 0.0536 0.1114
0.0125 0.0718 -0.2295
-0.1012 0.1098 -0.0087
-0.1280 0.0429 -0.0297
0.0339 -0.0969 0.1135
0.1068 0.0744 0.0140
-0.0546 0.0267 0.0865
0.1195 -0.2168 -0.2180
0.0643 0.0061 0.0081
-0.0583 -0.0091 -0.0439
0.0886 0.0598 0.0480
-0.0440 0.0066 -0.0340
0.0240 -0.0221 0.0684
-0.0220 0.0533 -0.0235
-0.0054 0.0010 0.0032
-0.0082 -0.0048 -0.0104
-0.0166 0.0050 0.0167
0.0055 -0.0074 0.0132
0.0185 0.0103 -0.0027
-0.0106 0.0043 0.0041
-0.0924 -0.0859 -0.0351
-0.0117 -0.0039 -0.0224
0.0193 -0.0242 -0.0201
-0.0022 0.0246 -0.0074
-0.0078 0.0013 -0.0037
0.0016 -0.0259 -0.0083
0.0036 -0.0025 0.0155
0.0039 -0.0068 0.0015
0.0135 0.0160 -0.0567
0.0034 -0.0450 0.0576
0.0044 0.0405 -0.0481
0.0031 0.0022 0.1012
-0.0048 0.0555 0.0015
0.0095 -0.0365 0.0040
-0.0069 0.0022 0.0037
0.0052 -0.0078 0.0083
-0.0131 0.0143 0.0162
0.0056 0.0157 -0.0103
0.0011 -0.0085 -0.0189
-0.0078 0.0108 -0.0014
0.0025 -0.0170 0.0083
-0.0545 0.0632 -0.0289
0.0269 -0.0047 0.0177
-0.0254 -0.0198 0.0123
0.0001 -0.0126 0.0211
0.0420 0.0227 -0.0006
0.0029 0.0125 0.0041
0.0226 0.0066 -0.0002

Mulliken population analysis, charges in e, atoms 1 to 4:
1. C -0.719
2. C -0.233
3. O -0.420
4. C -0.065